Formula: C25H29Br4ClF16LiMgN4O12S5
Source: the Open Molecules 2025 dataset
Level of theory: ωB97M-V with the def2-TZVPD basis set

XYZ file:
```
98
Properties=species:S:1:pos:R:3
H 3.841 -7.734 -1.963
O -0.922 -2.716 -3.974
C 2.495 3.190 -5.558
H 4.161 3.555 -0.362
S 3.470 2.208 -4.356
N 4.701 3.894 1.614
H -2.903 -4.960 -3.089
F -0.879 4.967 5.109
F 1.056 3.160 3.987
S -6.613 0.130 0.395
H -6.822 2.122 2.329
C 4.968 3.509 5.284
Br -10.545 1.015 -2.345
O 5.282 -0.536 -4.362
F -1.891 2.258 5.329
F -2.060 2.077 3.178
H 6.709 -5.334 -2.912
H -8.402 0.262 -1.133
F 0.599 1.528 6.307
H -6.511 3.504 1.287
C -1.449 4.191 4.008
F -2.750 4.473 4.030
H 2.654 1.617 0.057
Br -2.794 3.650 6.910
F 2.935 3.035 -6.814
C -4.743 2.405 1.787
H -0.800 -5.948 -1.104
C 3.457 1.749 4.485
H -1.735 -3.476 -0.674
C -0.102 -4.985 -2.911
O 2.717 -0.219 6.048
F 2.536 4.516 -5.286
F 3.599 -2.968 -4.946
C 3.194 -1.748 -5.326
C 4.475 3.338 2.846
H -2.758 -2.786 -1.966
H 2.873 -8.091 -3.400
Li 0.806 5.270 4.660
F 3.582 -1.590 -6.604
H 4.632 -7.978 -3.548
H -4.494 3.069 2.617
H 5.923 -5.092 -1.338
O -6.561 1.728 0.298
H 0.900 -5.150 -2.533
F 1.854 -1.770 -5.346
C -6.227 2.469 1.480
C 3.629 2.233 3.105
N 2.934 1.596 2.119
H -7.443 -1.236 -1.307
C -2.010 -3.540 -1.727
H -4.157 2.692 0.913
F 0.214 1.465 2.798
C 3.620 -6.095 -3.335
O -5.278 -0.379 0.336
C 4.073 2.321 5.588
H 5.766 4.836 3.806
O 2.639 -5.630 -3.895
F -0.241 -0.010 4.966
S 3.853 -0.431 -4.235
C 5.869 -5.634 -2.283
Cl 4.199 6.168 -5.151
C -7.396 -0.159 -1.157
H 5.457 4.024 6.112
C 3.167 2.092 0.908
O 2.409 -0.680 3.785
Br -12.665 3.109 -1.188
Mg -1.543 6.453 6.575
O -7.507 -0.240 1.451
O 2.845 2.474 -3.088
C -1.149 -5.786 -2.128
N 4.634 -5.279 -2.954
O 4.813 2.702 -4.495
Br -9.973 2.499 0.425
H -6.802 0.301 -1.943
H -1.309 -6.767 -2.577
C 5.129 3.956 3.990
S 2.339 0.361 4.773
F 1.201 2.840 -5.570
O 0.455 -2.623 -1.866
H 4.476 -4.307 -3.183
H -3.163 -5.355 -1.386
O 3.327 -0.742 -2.935
H 5.932 -6.701 -2.088
C -1.305 2.612 4.165
N 3.174 0.791 -4.987
F -1.020 4.648 2.827
C 0.182 2.070 3.992
S -0.531 -3.258 -2.697
F 3.534 4.158 7.037
C 3.757 -7.570 -3.039
C -2.439 -4.956 -2.099
H -4.441 1.395 2.063
H 3.908 1.957 6.608
C 4.036 3.220 0.683
H -0.138 -5.212 -3.974
C -11.323 1.790 -0.755
H -11.822 0.990 -0.224
C 0.626 1.031 5.049
```

Calculated values
multiplicity = 1
HOMO-LUMO gap = 1.1 eV
DFT total energy = -452913.61813 eV
net charge = -1